(1)
# C16H25N6O2STeW

C16H25N6O2STeW as an isolated structure (ωB97M-V/def2-TZVPD, the Open Molecules 2025 dataset).

Its net charge is +1. The gap between HOMO and LUMO (alpha / beta) is 0.2259 / 0.2383 Eh. As for the multiplicity: 3.

Geometry as XYZ:
```
52
Properties=species:S:1:pos:R:3:lowdin_charge:R:1
W -0.95 -0.03 -1.17 1.032
N 1.08 4.32 5.49 0.130
C 0.51 3.47 4.59 -0.301
C -0.75 3.76 4.04 -0.008
C -1.31 2.94 3.09 -0.042
C -0.61 1.80 2.69 -0.313
C 0.63 1.49 3.22 -0.060
C 1.18 2.32 4.17 -0.018
S -1.25 0.93 1.34 0.574
O -0.92 1.77 0.14 -0.496
O -2.63 0.61 1.55 -0.288
N -0.36 -0.36 0.96 -0.203
C -0.92 -1.64 0.93 -0.468
N -1.32 -1.92 -0.34 -0.047
C -1.97 -3.07 -0.52 -0.076
C -2.13 -3.96 0.51 -0.007
C -1.58 -3.62 1.74 -0.066
N -0.99 -2.44 1.96 0.182
H 0.55 5.08 5.87 0.105
H 1.91 4.05 5.98 0.104
H -1.29 4.64 4.37 0.121
H -2.29 3.16 2.68 0.129
H 1.16 0.60 2.90 0.105
H 2.15 2.07 4.61 0.117
H -2.37 -3.25 -1.51 0.117
H -2.65 -4.89 0.36 0.119
H -1.63 -4.29 2.59 0.126
C -0.46 -2.28 -3.39 -0.085
N -0.38 -0.80 -3.32 -0.388
C -1.17 -0.29 -4.47 -0.170
C 1.02 -0.36 -3.58 -0.195
C 1.96 -0.78 -2.49 -0.197
N 1.54 -0.26 -1.18 -0.332
C 1.93 1.17 -1.06 -0.077
C 2.27 -1.01 -0.14 -0.076
H -0.01 -2.64 -4.31 0.110
H -1.51 -2.56 -3.38 0.085
H 0.04 -2.74 -2.54 0.076
H -0.74 -0.68 -5.40 0.102
H -1.14 0.80 -4.48 0.068
H -2.20 -0.60 -4.37 0.026
H 1.00 0.72 -3.69 0.124
H 1.35 -0.78 -4.53 0.138
H 2.97 -0.44 -2.74 0.139
H 2.00 -1.87 -2.43 0.116
H 2.99 1.30 -1.29 0.104
H 1.74 1.50 -0.05 0.084
H 1.35 1.80 -1.73 0.084
H 3.34 -0.84 -0.25 0.105
H 2.07 -2.07 -0.24 0.095
H 1.95 -0.68 0.84 0.064
Te -3.14 0.86 -2.02 0.431
```

---

(2)
# C46H48N7OPSTi

C46H48N7OPSTi as an isolated structure (ωB97M-V/def2-TZVPD, the Open Molecules 2025 dataset).

The gap between HOMO and LUMO (alpha / beta) is 0.1893 / 0.2533 Eh. Its energy relative to the best compared isomer or geometry (same formula, charge and spin) is 60.4 kJ/mol. As for the multiplicity: 3.

Geometry as XYZ:
```
105
Properties=species:S:1:pos:R:3:lowdin_charge:R:1
Ti -0.92 0.27 0.83 0.700
N -5.42 -0.21 0.01 0.076
C -4.13 0.08 0.33 -0.870
S -3.03 -1.22 0.54 0.769
N -3.77 1.33 0.42 -0.025
N -2.47 1.56 0.71 -0.243
C -2.20 2.85 0.89 -0.128
C -0.92 3.25 1.29 -0.284
C -0.63 4.60 1.59 -0.029
C 0.58 4.93 2.13 -0.075
C 1.50 3.89 2.37 -0.069
C 1.16 2.61 1.99 -0.161
N 0.01 2.25 1.43 0.039
H -5.73 -1.15 0.18 0.080
H -6.08 0.55 0.01 0.098
H -3.01 3.56 0.76 0.125
H -1.38 5.34 1.38 0.113
H 0.83 5.94 2.38 0.102
H 2.46 4.08 2.83 0.100
H 1.88 1.82 2.16 0.088
C 3.65 2.22 0.07 -0.069
C 2.67 1.16 -0.46 -0.210
C 3.15 -0.21 -0.10 -0.181
C 4.21 -0.74 -0.82 -0.056
C 4.72 -1.98 -0.51 -0.067
C 4.20 -2.66 0.57 -0.052
C 3.18 -2.14 1.35 -0.176
C 2.81 -2.94 2.57 -0.216
C 3.95 -2.90 3.59 -0.083
C 2.59 -0.92 0.98 -0.173
N 1.41 -0.45 1.58 0.040
C 1.32 -0.35 2.87 -0.113
C 0.11 -0.03 3.51 -0.322
C -0.16 0.21 4.87 -0.034
C -1.50 0.55 4.95 -0.077
C -2.00 0.50 3.65 -0.136
N -1.05 0.15 2.78 -0.123
H 3.20 3.21 0.02 0.065
H 4.56 2.24 -0.53 0.076
H 3.93 2.02 1.10 0.080
H 2.61 1.26 -1.55 0.110
H 1.67 1.29 -0.04 0.056
H 4.61 -0.15 -1.63 0.120
H 5.53 -2.40 -1.10 0.104
H 4.61 -3.63 0.82 0.116
H 2.64 -3.99 2.28 0.113
H 1.90 -2.58 3.05 0.087
H 4.84 -3.37 3.18 0.070
H 3.67 -3.42 4.50 0.074
H 4.19 -1.87 3.85 0.075
H 2.21 -0.43 3.51 0.144
H 0.56 0.15 5.67 0.099
H -2.04 0.80 5.84 0.089
H -3.01 0.70 3.33 0.110
C -1.52 -3.19 2.44 -0.105
C -1.24 -3.68 1.02 -0.409
C -1.06 -5.20 1.09 -0.071
C 0.01 -2.96 0.46 -0.244
C 0.83 -3.81 -0.53 -0.095
O 1.37 -2.88 -1.43 -0.004
C 0.66 -1.72 -1.29 -0.296
N -0.16 -1.68 -0.28 0.069
C 0.94 -0.80 -2.37 -0.145
C 2.06 -1.10 -3.17 -0.020
C 2.33 -0.40 -4.32 -0.056
C 1.50 0.64 -4.72 -0.049
C 0.43 0.99 -3.92 -0.064
C 0.14 0.30 -2.75 -0.287
P -1.21 0.88 -1.67 1.109
C -1.15 2.68 -2.11 -0.336
C 0.03 3.29 -1.70 -0.114
C 0.28 4.62 -1.95 -0.068
C -0.68 5.39 -2.59 -0.081
C -1.86 4.80 -3.00 -0.077
C -2.10 3.45 -2.77 -0.071
C -2.66 0.15 -2.53 -0.327
C -3.93 0.72 -2.53 -0.128
C -4.99 0.04 -3.11 -0.090
C -4.80 -1.21 -3.68 -0.085
C -3.55 -1.80 -3.63 -0.077
C -2.49 -1.13 -3.06 -0.094
H -2.49 -3.54 2.78 0.084
H -1.51 -2.10 2.49 0.013
H -0.75 -3.58 3.12 0.085
H -2.09 -3.47 0.38 0.066
H -0.15 -5.46 1.64 0.083
H -1.02 -5.67 0.12 0.068
H -1.90 -5.62 1.62 0.083
H 0.64 -2.72 1.33 0.108
H 0.20 -4.51 -1.10 0.129
H 1.64 -4.36 -0.05 0.130
H 2.70 -1.91 -2.87 0.116
H 3.19 -0.67 -4.92 0.107
H 1.68 1.17 -5.65 0.107
H -0.20 1.82 -4.22 0.112
H 0.78 2.70 -1.19 0.076
H 1.22 5.06 -1.64 0.108
H -0.50 6.44 -2.78 0.102
H -2.61 5.39 -3.50 0.103
H -3.01 3.02 -3.14 0.089
H -4.12 1.66 -2.04 0.090
H -5.97 0.49 -3.12 0.104
H -5.63 -1.74 -4.13 0.101
H -3.40 -2.79 -4.04 0.103
H -1.52 -1.60 -3.01 0.097
```

---

(3)
# C5H8S

C5H8S as an isolated structure (ωB97M-V/def2-TZVPD, the Open Molecules 2025 dataset).

The gap between HOMO and LUMO is 0.3404 Eh. Its energy relative to the best compared isomer or geometry (same formula, charge and spin) is 153.9 kJ/mol.

Geometry as XYZ:
```
14
Properties=species:S:1:pos:R:3:lowdin_charge:R:1
C -0.75 -0.24 0.01 -0.207
C -0.22 0.32 -1.04 -0.510
C 0.40 -0.93 0.74 -0.559
C -0.76 1.12 -2.18 -0.094
C 0.93 -0.44 2.10 -0.111
S 1.51 -0.54 -0.77 0.778
H -1.82 -0.10 0.29 0.120
H 0.35 -2.04 0.70 0.096
H -0.06 1.99 -2.37 0.095
H -1.79 1.31 -1.72 0.100
H -0.86 0.53 -3.13 0.089
H -0.01 -0.33 2.72 0.092
H 1.53 0.45 2.07 0.063
H 1.56 -1.11 2.61 0.047
```

---

(4)
# C5H11NO

A 2-piece molecular cluster, C5H11NO overall (ωB97M-V/def2-TZVPD, the Open Molecules 2025 dataset).

The gap between HOMO and LUMO is 0.3380 Eh. Its energy relative to the best compared isomer or geometry (same formula, charge and spin) is 355.6 kJ/mol.

Geometry as XYZ:
```
18
Properties=species:S:1:pos:R:3:lowdin_charge:R:1
C -2.71 0.41 -2.19 0.008
C -1.70 -0.10 -1.45 -0.206
C -1.03 0.70 -0.50 -0.174
C 0.25 0.48 -0.29 -0.160
C 1.06 1.22 0.79 -0.259
N 2.34 1.62 0.10 -0.045
H -3.09 -0.03 -3.19 0.082
H -3.14 1.36 -1.99 0.033
H -1.27 -1.06 -1.66 0.099
H -1.40 1.50 0.20 0.137
H 0.93 -0.23 -0.72 0.106
H 0.49 2.11 1.31 0.127
H 1.19 0.25 1.52 0.144
H 3.17 1.55 0.77 0.091
H 2.65 1.28 -0.76 0.019
O 1.14 -3.53 2.57 -0.061
H 0.28 -3.26 2.34 0.001
H 0.83 -4.27 3.16 0.057
```

---

Number 1: maximum force 1.7 eV/A, energy -49980.0683 eV. Number 2: maximum force 2.3 eV/A, energy -104201.0867 eV. Number 3: maximum force 3.8 eV/A, energy -16148.0419 eV. Number 4: maximum force 5.2 eV/A, energy -8898.0119 eV.